[1]
DFT (the ωB97M-V functional and the def2-TZVPD basis) results for a structure of composition C12H35BCuNO4 in a non-equilibrium geometry.

Properties
E, eV: -68005.292
E_HOMO, eV: -7.69
Energy relative to the best compared isomer or geometry (same formula, charge and spin), kcal per mole: 5.06
Strongest force on any atom, eV/A: 1.6

Structure (ORCA input):
```
! wB97M-V def2-TZVPD RIJCOSX def2/J DEFGRID3
* xyz 0 1
Cu 0.16 -0.28 -0.34
B 1.36 -2.10 0.55
H 2.11 -2.68 1.22
H 0.76 -2.88 -0.08
H 0.65 -1.46 1.23
H 1.95 -1.40 -0.19
C -2.96 -0.62 0.91
O -1.80 0.17 0.80
C -2.06 1.55 0.88
C -0.74 2.31 1.05
N 0.21 2.03 -0.03
C -0.16 2.43 -1.38
C 0.95 2.01 -2.31
O 0.94 0.61 -2.40
C 1.87 0.09 -3.34
H -3.53 -0.56 -0.02
H -3.57 -0.33 1.77
H -2.67 -1.66 1.03
H -2.65 1.82 1.77
H -2.65 1.86 0.00
H -0.35 2.02 2.02
H -0.94 3.39 1.07
H 1.08 2.43 0.29
H -0.33 3.51 -1.47
H -1.08 1.91 -1.66
H 1.94 2.37 -2.01
H 0.78 2.50 -3.29
H 1.69 -0.98 -3.34
H 2.90 0.34 -3.07
H 1.66 0.53 -4.32
C 2.46 1.37 4.73
C 2.45 0.11 3.91
C 1.87 -1.12 4.62
O 1.67 0.37 2.73
H 2.72 2.25 4.14
H 3.16 1.20 5.55
H 1.47 1.61 5.14
H 3.43 -0.25 3.57
H 1.92 -1.94 3.89
H 0.83 -1.03 4.93
H 2.48 -1.43 5.48
H 1.45 -0.50 2.33
C -2.28 -0.37 -3.19
C -2.08 -1.79 -2.72
C -1.23 -2.61 -3.70
O -1.36 -1.73 -1.48
H -2.74 0.17 -2.34
H -2.88 -0.24 -4.09
H -1.33 0.17 -3.24
H -3.09 -2.21 -2.61
H -0.43 -1.97 -4.08
H -1.80 -2.92 -4.58
H -0.75 -3.47 -3.25
H -1.43 -2.60 -1.07
*
```

***

[2]
DFT (the ωB97M-V functional and the def2-TZVPD basis) results for a structure of composition C11H27Br3HfO5 in a non-equilibrium geometry.

Properties
E, eV: -233519.121
E_HOMO (alpha / beta), eV: -1.80 / -4.54
Strongest force on any atom, eV/A: 4.4

Structure (ORCA input):
```
! wB97M-V def2-TZVPD RIJCOSX def2/J DEFGRID3
* xyz -1 2
Hf 0.06 0.61 -0.41
Br -1.41 -0.83 -2.43
Br -0.31 2.14 2.04
Br 1.79 1.81 -2.29
C -1.63 -3.08 2.03
C -0.32 -2.66 1.37
C 0.20 -3.68 0.46
O -0.34 -1.33 0.89
H -1.85 -2.47 2.90
H -1.43 -4.07 2.43
H -2.55 -3.07 1.45
H 0.46 -2.54 2.13
H 0.18 -4.69 0.87
H 1.17 -3.37 0.07
H -0.56 -3.85 -0.29
C 3.16 1.98 0.89
O 2.26 0.88 0.69
C 2.95 -0.32 1.07
C 2.98 -1.21 -0.27
O 1.84 -0.97 -1.05
C 2.01 -1.80 -2.21
H 3.64 1.93 1.87
H 2.72 2.98 0.79
H 3.89 2.01 0.08
H 2.29 -0.86 1.75
H 3.94 -0.43 1.51
H 2.94 -2.26 0.02
H 3.84 -1.06 -0.92
H 1.22 -1.67 -2.95
H 1.95 -2.86 -1.96
H 2.95 -1.64 -2.75
C -0.73 4.08 -0.96
O -0.97 2.76 -1.31
C -2.32 2.56 -1.73
C -3.12 2.07 -0.50
O -2.38 0.97 0.08
C -3.28 0.36 0.97
H -0.80 4.72 -1.84
H 0.23 4.13 -0.44
H -1.52 4.35 -0.27
H -2.33 1.83 -2.54
H -2.90 3.39 -2.14
H -4.14 1.88 -0.83
H -3.21 2.88 0.23
H -3.75 -0.46 0.42
H -4.12 0.95 1.35
H -2.71 -0.11 1.76
*
```